Entry 1:
ORCA calculation (ωB97M-V/def2-TZVPD) on the molecule C16H27NO3.

XYZ file:
```
47
Properties=species:S:1:pos:R:3
C -0.81530 3.73704 -1.23482
C -1.02486 3.73264 0.27564
C -0.69810 2.38565 0.92258
C -1.77216 1.32801 0.63860
N -1.37751 -0.01492 1.00984
C -1.71832 -0.49175 2.34525
C -0.50711 -0.94510 3.16450
C 0.49567 0.17096 3.43696
C 1.71228 -0.34903 4.19329
C -0.83475 -0.91398 0.15562
O -0.69746 -2.08502 0.46421
C -0.38945 -0.42748 -1.22146
C -1.45798 -0.77650 -2.26313
C -0.94040 -0.59396 -3.65657
C 0.34532 -0.50593 -3.95153
C 1.43576 -0.59027 -2.92889
C 0.90365 -1.15520 -1.60514
C 1.98216 -1.03187 -0.55709
O 2.88579 -1.80712 -0.40417
O 1.88308 0.08787 0.18133
H -1.48758 3.04364 -1.73416
H 0.20817 3.45808 -1.47633
H -1.00111 4.73005 -1.63710
H -2.05851 4.00320 0.50324
H -0.38024 4.49509 0.71772
H -0.61117 2.51801 2.00192
H 0.26434 2.02894 0.55229
H -2.03474 1.34297 -0.41922
H -2.68025 1.58025 1.19519
H -2.39705 -1.34637 2.24269
H -2.23806 0.31287 2.86772
H -0.01363 -1.75561 2.62858
H -0.87656 -1.34513 4.11114
H 0.81663 0.59894 2.48691
H 0.01637 0.96232 4.01998
H 1.41605 -0.76407 5.15413
H 2.42699 0.45165 4.37263
H 2.20552 -1.13417 3.62421
H -0.19472 0.64403 -1.22778
H -2.35005 -0.15993 -2.12009
H -1.76450 -1.81848 -2.12284
H -1.68794 -0.54280 -4.43576
H 0.66851 -0.36057 -4.97260
H 2.24538 -1.22317 -3.29877
H 1.85402 0.40963 -2.76522
H 0.69649 -2.22200 -1.72454
H 2.60120 0.10734 0.83489
```

Properties
**DFT total energy**: -906.38157 Eh
**E_HOMO**: -9.1 eV
**Lowest unoccupied orbital energy**: 0.70 eV
**SMILES**: CCCCN(CCCC)C(=O)[C@@H]1CC=CC[C@H]1C(=O)O

Results of the Löwdin charge analysis, in e, for atoms 1 through 6:
1 C -0.107
2 C -0.255
3 C -0.191
4 C -0.154
5 N -0.036
6 C -0.140

***

Entry 2:
ORCA calculation (ωB97M-V/def2-TZVPD) on a structure of composition C16H28BF12NO8PSi2 at a distorted geometry.

XYZ file:
```
69
Properties=species:S:1:pos:R:3
C -4.66002 1.55325 1.91232
C -3.39196 1.75680 1.60162
C -2.22671 1.47396 2.50426
Si -1.24580 0.01560 1.85657
C -2.39078 -1.28746 1.14474
O -2.59815 -0.96085 -0.21468
C -3.15126 -1.97668 -1.02444
O -2.19453 -2.52672 -1.87374
C -1.83471 -1.60296 -2.91669
C -0.33817 -1.68181 -3.12362
O 0.02206 -0.70233 -4.08440
O -0.22154 0.53666 0.67174
Si 1.35514 0.09671 0.45698
C 1.62038 -1.74327 0.45791
C 1.78257 -2.50042 1.79722
C 0.86786 -3.72060 1.95180
C 0.82062 -4.63954 0.73288
B 1.98829 0.94185 -1.28940
N 1.23019 1.92518 -1.93835
O 3.17824 0.47017 -1.87258
C 2.53105 0.80046 1.83606
O 3.46903 0.14909 2.20971
C 2.39411 2.22636 2.44579
F 1.09391 2.61132 2.35793
F 2.73743 2.21981 3.74912
C 3.19096 3.35261 1.73661
F 3.02899 4.49072 2.44841
F 2.63966 3.52101 0.51488
C 4.71724 3.20994 1.51723
F 5.08809 4.28334 0.78333
F 4.95799 2.11635 0.76485
C 5.57444 3.14526 2.81005
O 5.56859 2.18314 3.49460
O 6.25863 4.28273 3.07387
H -4.94560 1.25230 2.91497
H -5.43759 1.67922 1.17154
H -3.14708 2.13866 0.61464
H -2.56611 1.26753 3.52442
H -1.55595 2.33813 2.54139
H -0.46826 -0.59487 2.97672
H -3.33920 -1.22310 1.70522
H -2.00302 -2.30551 1.27930
H -3.52681 -2.79161 -0.39839
H -3.96143 -1.52245 -1.60215
H -2.14760 -0.59130 -2.65589
H -2.36510 -1.90469 -3.82025
H 0.16477 -1.50129 -2.16771
H -0.07345 -2.68626 -3.47809
H 0.97897 -0.67182 -4.14831
H 0.78902 -2.14521 -0.12912
H 2.51472 -1.89144 -0.15669
H 1.61270 -1.83747 2.64910
H 2.81749 -2.84008 1.87848
H 1.23710 -4.29827 2.80557
H -0.14412 -3.40409 2.22145
H 0.36569 -5.59755 0.99298
H 0.22467 -4.22344 -0.08155
H 1.82803 -4.84304 0.35919
H 0.52843 2.40280 -1.39062
H 1.72120 2.57680 -2.53584
H 3.95586 0.95846 -1.59234
H 6.89614 4.48297 2.37832
F -4.30524 0.81836 -2.99263
P -4.54220 0.54515 -4.62778
F -5.22226 1.42017 -5.86831
F -4.56894 -1.06231 -4.14389
F -3.36455 1.70612 -4.67769
F -6.14801 0.49439 -4.19490
F -3.66408 -0.16495 -5.84370
```

Properties
**DFT total energy**: -3427.08117 Eh
**E_HOMO**: -7.2 eV
**Charge**: -1
**Lowest unoccupied orbital energy**: 1.48 eV

Results of the Löwdin charge analysis, in e, for atoms 1 through 6:
1 C -0.014
2 C -0.256
3 C -0.256
4 Si 0.561
5 C -0.268
6 O -0.162

***

Entry 3:
ORCA calculation (ωB97M-V/def2-TZVPD) on a structure of composition C16H28F6N6O9PS2TeTl at a distorted geometry.

XYZ file:
```
70
Properties=species:S:1:pos:R:3
Tl 0.18844 2.02815 0.59685
C 5.03145 -0.70924 2.05110
C 4.99791 0.68080 2.65095
O 3.68280 0.95332 3.18170
P 2.58311 1.73084 2.32492
S 0.82184 0.98572 2.91012
S 2.93734 1.84229 0.37412
O 2.69159 3.24882 2.80056
C 2.38252 3.62658 4.15824
C 3.53772 4.43280 4.70383
H 6.01229 -0.90102 1.60703
H 4.26084 -0.80351 1.28313
H 4.83648 -1.45964 2.82082
H 5.25607 1.43711 1.90745
H 5.67863 0.77532 3.49519
H 2.19945 2.73848 4.76277
H 1.46374 4.20925 4.11942
H 4.44455 3.82533 4.74187
H 3.30541 4.78506 5.71172
H 3.72680 5.29727 4.06532
N -0.11596 1.81320 -1.89385
C -1.30002 1.02024 -2.21983
C -1.69263 1.17544 -3.69717
C -2.78449 0.25434 -4.25655
C -2.72585 -1.19846 -3.78361
N -3.17830 -1.19737 -2.39669
C -2.94941 -2.10914 -1.48970
N -2.49497 -3.33221 -1.80500
N -3.19305 -1.80792 -0.19727
C -2.40462 1.35324 -1.20161
O -3.57260 0.94815 -1.42454
O -2.06849 1.95691 -0.14794
H -0.31414 2.80624 -2.02334
H 0.70052 1.55171 -2.43062
H -1.04462 -0.01810 -2.00747
H -0.77664 1.00658 -4.27298
H -1.99569 2.21260 -3.86004
H -2.73168 0.26775 -5.34641
H -3.76195 0.65039 -3.97603
H -1.70496 -1.59505 -3.84587
H -3.37166 -1.82107 -4.40734
H -3.34608 -0.21806 -2.01487
H -2.37473 -3.59870 -2.76572
H -2.41401 -4.04486 -1.10302
H -3.28752 -0.82007 0.01511
H -2.76753 -2.37089 0.51910
F -1.29169 5.78383 1.51370
Te -1.65092 4.58032 0.10259
F -3.36267 5.47411 0.06052
F -2.11823 4.02567 -1.76690
F -1.16163 6.10984 -0.89680
F -1.21950 3.25209 1.94547
O 0.13207 4.03795 -0.17653
F -1.02718 -4.71535 2.95309
C -0.70733 -4.74042 1.65384
C -0.35647 -3.62605 1.00899
N -0.03704 -3.62149 -0.33626
C 0.32665 -2.37410 -1.02635
C 0.71472 -1.28808 -0.00982
O 1.76248 -1.45550 0.60220
O -0.17817 -0.36918 0.07186
C -0.08663 -4.77300 -1.08318
O 0.09262 -4.80325 -2.28766
N -0.40511 -5.91234 -0.36342
C -0.73118 -6.02874 0.98957
O -1.00153 -7.09920 1.48613
H -0.30328 -2.67404 1.52406
H -0.51929 -2.03739 -1.62002
H 1.16259 -2.58343 -1.68587
H -0.40118 -6.77083 -0.89307
```

Properties
**DFT total energy**: -3809.90066 Eh
**E_HOMO (alpha / beta)**: -5.3 / -6.3 eV
**Charge**: -1
**Lowest unoccupied orbital energy (alpha / beta)**: 1.74 / 1.56 eV
**2S+1**: 2

Results of the Löwdin charge analysis, in e, for atoms 1 through 6:
1 Tl 0.633
2 C -0.079
3 C -0.297
4 O -0.326
5 P -0.114
6 S 0.453

***

Entry 4:
ORCA calculation (ωB97M-V/def2-TZVPD) on a cluster of 4 separate species, C16H28FO7S in total.

XYZ file:
```
53
Properties=species:S:1:pos:R:3
O -0.08282 1.94631 1.12969
C 0.57899 1.04994 0.25870
C 0.63323 -0.41797 0.74861
C -0.05831 -0.64290 2.08172
C 0.02036 -2.11629 2.49876
S 1.41122 -2.54064 3.50698
F 0.80071 -2.39008 4.93456
H -1.02580 1.76196 1.13724
H 1.59290 1.43396 0.18108
H 0.15165 1.08866 -0.74479
H 0.14805 -1.04231 -0.00074
H 1.68266 -0.72833 0.78550
H -1.12007 -0.41363 1.99417
H 0.32594 0.02205 2.85693
H 0.07950 -2.80519 1.65454
H -0.82195 -2.38102 3.14420
H 2.13488 -1.39808 3.46128
O 4.64877 1.26244 5.92968
C 4.10472 0.46856 6.62586
O 3.71715 -0.75349 6.14201
C 2.98435 -1.48135 7.14016
C 3.41124 -0.87785 8.47468
C 3.69529 0.57282 8.08250
H 1.92091 -1.33469 6.93279
H 3.23156 -2.53579 7.03185
H 2.66190 -0.99453 9.25328
H 4.32969 -1.35592 8.81434
H 2.80158 1.19706 8.13429
H 4.48728 1.04065 8.65916
O -1.33709 -2.14668 -1.62047
C -2.16780 -1.37695 -2.02379
O -3.30844 -1.15805 -1.33980
C -4.17384 -0.27167 -2.08973
C -3.24787 0.48577 -3.03551
C -2.15673 -0.55042 -3.29205
H -4.90078 -0.88674 -2.62238
H -4.70326 0.36228 -1.38359
H -3.74729 0.84200 -3.92831
H -2.82297 1.35069 -2.52470
H -2.39630 -1.20717 -4.13009
H -1.17186 -0.12310 -3.45673
O -2.41893 2.07970 -5.30287
C -1.76056 1.77955 -6.25648
O -1.35078 0.50746 -6.46059
C -0.49694 0.43305 -7.62118
C -0.85087 1.66216 -8.45224
C -1.24188 2.66778 -7.36924
H 0.54001 0.44649 -7.28039
H -0.69077 -0.51029 -8.12373
H -0.03663 1.98695 -9.09490
H -1.71379 1.44578 -9.08217
H -0.38382 3.22232 -6.98531
H -2.01004 3.37207 -7.67461
```

Properties
**DFT total energy**: -1650.91040 Eh
**E_HOMO**: -12.2 eV
**Charge**: +1
**Lowest unoccupied orbital energy**: -4.94 eV

Results of the Löwdin charge analysis, in e, for atoms 1 through 6:
1 O -0.056
2 C -0.229
3 C -0.170
4 C -0.236
5 C -0.343
6 S 1.237